1.
{
  "formula": "C41H46Cl3CsGe2N7O4S",
  "method": "the ωB97M-V functional and the def2-TZVPD basis",
  "gap_ev": [4.798, 4.769],
  "max_force_ev_per_a": 0.54,
  "s2": 0.7590,
  "de_lowest_ev": 0.476,
  "total_charge": -2,
  "spin_multiplicity": 2,
  "elements": ["Cs", "N", "C", "C", "C", "C", "C", "C", "S", "O", "O", "N", "C", "N", "C", "C", "C", "N", "H", "H", "H", "H", "H", "H", "H", "H", "H", "C", "Ge", "C", "C", "Ge", "C", "C", "C", "C", "C", "C", "C", "C", "C", "C", "C", "C", "H", "H", "H", "H", "H", "H", "H", "H", "H", "H", "H", "H", "H", "H", "H", "H", "H", "H", "H", "N", "C", "C", "C", "N", "C", "C", "H", "H", "H", "H", "H", "H", "C", "N", "C", "C", "C", "C", "C", "C", "C", "C", "H", "H", "H", "H", "H", "H", "H", "H", "H", "H", "H", "H", "Cl", "C", "Cl", "Cl", "C", "O", "O"],
  "xyz": [[-0.10667, -0.29418, 0.30252], [-8.04715, -4.09518, -2.50276], [-6.88287, -3.44353, -2.04474], [-6.61551, -2.12660, -2.41578], [-5.47560, -1.48789, -1.95832], [-4.59680, -2.15526, -1.12439], [-4.86047, -3.45724, -0.73621], [-6.00036, -4.10017, -1.18749], [-3.08503, -1.37471, -0.59763], [-2.06452, -2.39627, -0.73377], [-2.93032, -0.18506, -1.40723], [-3.13526, -1.05605, 0.96116], [-4.01067, -0.15697, 1.45145], [-3.76828, 0.26256, 2.72402], [-4.58849, 1.16241, 3.22278], [-5.68307, 1.67888, 2.53467], [-5.87038, 1.16335, 1.26400], [-5.07029, 0.26624, 0.71480], [-8.35884, -3.73757, -3.39402], [-7.92822, -5.09595, -2.56021], [-7.29384, -1.61028, -3.08713], [-5.24422, -0.47219, -2.24871], [-4.15335, -3.97324, -0.09834], [-6.20104, -5.12502, -0.89440], [-4.36403, 1.50141, 4.23255], [-6.33968, 2.42243, 2.96308], [-6.71157, 1.48828, 0.65420], [0.17220, 0.23197, -6.51735], [1.08016, -1.33019, -5.67503], [3.01045, -0.81675, -5.74140], [0.90858, -2.77131, -7.04668], [0.09283, -1.71824, -3.42445], [-1.61936, -2.42337, -4.22363], [-2.59554, -1.48235, -4.56426], [-3.81313, -1.85697, -5.11430], [-4.10136, -3.20117, -5.31465], [-3.15211, -4.15392, -4.96845], [-1.92833, -3.76602, -4.43970], [0.99400, -3.46765, -3.00948], [2.19427, -3.89918, -3.56701], [2.84945, -5.03675, -3.10970], [2.30774, -5.78257, -2.07207], [1.10614, -5.37512, -1.50175], [0.46528, -4.23378, -1.96284], [0.66419, 0.50784, -7.45440], [0.18016, 1.09406, -5.84804], [-0.87091, -0.01339, -6.73138], [3.23811, -0.34554, -6.70214], [3.65373, -1.69429, -5.63253], [3.26512, -0.12186, -4.93943], [1.23617, -2.41098, -8.02619], [-0.12965, -3.10128, -7.11800], [1.51398, -3.63921, -6.77509], [-2.40901, -0.42984, -4.37091], [-4.55051, -1.09965, -5.35960], [-5.05991, -3.50302, -5.72320], [-3.36276, -5.20884, -5.11367], [-1.20120, -4.53036, -4.18590], [2.65030, -3.33194, -4.37333], [3.78619, -5.33765, -3.56769], [2.81558, -6.66960, -1.70986], [0.67016, -5.94160, -0.68583], [-0.46119, -3.92246, -1.49301], [6.98974, -1.15352, -2.03230], [5.61331, -1.04513, -1.81385], [4.94830, 0.16677, -1.99147], [3.59005, 0.22361, -1.73904], [2.86675, -0.81615, -1.33456], [3.51135, -1.96500, -1.15026], [4.86622, -2.13276, -1.37082], [7.34137, -0.48738, -2.70301], [7.28535, -2.09019, -2.26131], [5.48020, 1.05193, -2.32005], [3.05201, 1.15658, -1.86533], [2.90822, -2.80980, -0.83247], [5.32578, -3.10158, -1.21426], [-1.28098, 5.97711, 1.45425], [-0.16778, 5.17874, 1.00891], [1.12958, 5.78732, 1.17810], [-0.25715, 3.75460, 1.24186], [-0.26120, 3.24438, 2.67080], [0.00337, 4.01967, 3.80315], [0.00904, 3.45366, 5.07375], [-0.24691, 2.10371, 5.26164], [-0.51646, 1.29382, 4.15679], [-0.50064, 1.91969, 2.94375], [-1.27440, 6.93791, 0.93006], [-1.29343, 6.19132, 2.53535], [-2.21477, 5.46687, 1.21145], [1.16333, 6.73001, 0.62253], [1.89512, 5.12295, 0.77621], [1.40220, 6.01195, 2.22175], [0.58029, 3.26683, 0.73501], [-1.17167, 3.39124, 0.76154], [0.21905, 5.07402, 3.69198], [0.22676, 4.08127, 5.92996], [-0.23315, 1.67597, 6.25712], [-0.73347, 0.23813, 4.25584], [5.21909, 1.03129, 1.75279], [3.66923, 1.49657, 2.48784], [3.61200, 0.90219, 4.14874], [3.56203, 3.26291, 2.52657], [2.51835, 0.84523, 1.59296], [2.25557, -0.32590, 1.88608], [2.07550, 1.59407, 0.70981]],
  "lowdin_charge": [1.0766, 0.0688, -0.3339, -0.0411, -0.0672, -0.2780, -0.0524, -0.0430, 0.4446, -0.4508, -0.3762, -0.1484, -0.4759, 0.1126, -0.1784, -0.1016, -0.1665, 0.1214, 0.0714, 0.0719, 0.1034, 0.1112, 0.1156, 0.1011, 0.0956, 0.0749, 0.0979, -0.2866, 0.6384, -0.2789, -0.2720, 0.7828, -0.4060, -0.1569, -0.1232, -0.1367, -0.1189, -0.1208, -0.4147, -0.1515, -0.1259, -0.1350, -0.1105, -0.1383, -0.0065, 0.0004, -0.0062, -0.0058, -0.0098, -0.0094, -0.0075, -0.0027, -0.0068, 0.0898, 0.0893, 0.0794, 0.0838, 0.0877, 0.0573, 0.0864, 0.0802, 0.0901, 0.0751, 0.0823, -0.3373, -0.0422, -0.1571, 0.0569, -0.1365, -0.0229, 0.0776, 0.0775, 0.1034, 0.1104, 0.1089, 0.1040, -0.1099, -0.2706, -0.1105, -0.1508, -0.2030, -0.0554, -0.1009, -0.1046, -0.0874, 0.0505, 0.0756, 0.0701, 0.0871, 0.0763, 0.0721, 0.0678, 0.1012, 0.1301, 0.0842, 0.0929, 0.0947, 0.1082, 0.5792, -1.4984, 0.5700, 0.5808, -0.9442, -0.1950, -0.1985]
}

=====

2.
{
  "formula": "C5H10S",
  "method": "the ωB97M-V functional and the def2-TZVPD basis",
  "gap_ev": 9.535,
  "max_force_ev_per_a": 2.43,
  "de_lowest_ev": 1.367,
  "spin_multiplicity": 1,
  "elements": ["C", "C", "C", "C", "C", "H", "H", "H", "H", "H", "H", "H", "H", "H", "H", "S"],
  "xyz": [[-2.22417, -0.10806, -0.73516], [-0.94539, -0.74113, -0.11515], [-0.53621, -0.63727, 1.31438], [0.17616, 0.15633, 0.21312], [0.01644, 1.68848, 0.21139], [-1.98600, 0.39700, -1.74826], [-2.96694, -0.88914, -1.01760], [-2.66980, 0.65942, -0.11909], [-0.68877, -1.71252, -0.49080], [-1.02706, -0.11360, 2.09287], [-0.02591, -1.44189, 1.82484], [0.15860, 2.02536, -0.87205], [0.60995, 2.30862, 0.86353], [-0.99682, 1.94611, 0.48415], [1.49412, -1.45279, -0.73023], [1.82360, -0.24229, -0.35117]],
  "lowdin_charge": [-0.0561, -0.3315, -0.0942, -0.8086, -0.1099, 0.1037, 0.0743, 0.0571, 0.1146, 0.0905, 0.0977, 0.0988, 0.0690, 0.0590, -0.1550, 0.7904]
}

=====

3.
{
  "formula": "C32H45AsFFeNO5Sb",
  "method": "the ωB97M-V functional and the def2-TZVPD basis",
  "gap_ev": [6.803, 4.916],
  "max_force_ev_per_a": 0.64,
  "s2": 8.7787,
  "de_lowest_ev": 0.348,
  "spin_multiplicity": 6,
  "elements": ["Fe", "O", "C", "C", "O", "C", "C", "O", "C", "O", "O", "C", "C", "C", "C", "C", "C", "C", "C", "C", "C", "C", "C", "N", "C", "C", "C", "C", "C", "C", "F", "H", "H", "H", "H", "H", "H", "H", "H", "H", "H", "H", "H", "H", "H", "H", "H", "H", "H", "H", "H", "H", "C", "C", "Sb", "C", "C", "C", "C", "H", "H", "H", "H", "H", "H", "H", "H", "H", "H", "H", "H", "H", "H", "H", "C", "As", "C", "C", "H", "H", "H", "H", "H", "H", "H", "H", "H"],
  "xyz": [[-0.42001, 0.62976, 0.43929], [-0.66977, -1.94515, 6.22258], [-0.64902, -1.45244, 5.13752], [0.59794, -1.25193, 4.24775], [1.74220, -1.46169, 4.55238], [0.09377, -0.69574, 2.96021], [-1.33514, -0.44836, 3.02580], [-1.91877, 0.08011, 2.08250], [-1.87159, -0.89657, 4.36234], [-2.99712, -0.83043, 4.76064], [0.74029, -0.41667, 1.93288], [-4.53710, 3.05473, 0.08774], [-4.00813, 2.04059, -0.93081], [-4.74670, 2.25099, -2.25804], [-4.13678, 0.59437, -0.46893], [-5.36818, 0.15764, 0.01072], [-5.57676, -1.16790, 0.34254], [-4.55739, -2.08009, 0.14105], [-3.30543, -1.69281, -0.33570], [-2.30781, -2.82168, -0.59256], [-1.75804, -2.86780, -2.02057], [-1.15450, -2.89578, 0.40677], [-3.07566, -0.32626, -0.58188], [-1.76780, 0.14983, -0.93546], [-1.53852, 0.45428, -2.26256], [-2.32391, 0.05119, -3.35114], [-1.97819, 0.38364, -4.65684], [-0.85355, 1.14702, -4.93732], [-0.07651, 1.60181, -3.87768], [-0.44718, 1.25248, -2.60688], [0.26320, 1.77912, -1.54855], [-4.36187, 4.07261, -0.27415], [-4.04948, 2.94603, 1.05248], [-5.61376, 2.94750, 0.24433], [-2.95018, 2.25027, -1.09142], [-5.81062, 2.02579, -2.13581], [-4.35059, 1.61277, -3.04571], [-4.65500, 3.29008, -2.58750], [-6.18360, 0.86520, 0.11772], [-6.53595, -1.49452, 0.72598], [-4.73624, -3.13100, 0.34676], [-2.88713, -3.73665, -0.45017], [-0.95801, -2.14030, -2.16732], [-2.53740, -2.66921, -2.75825], [-1.34896, -3.86182, -2.22324], [-0.53372, -2.00584, 0.34823], [-0.51593, -3.75460, 0.18217], [-1.52214, -3.00935, 1.43027], [-3.19939, -0.55636, -3.15202], [-2.60343, 0.03492, -5.47083], [-0.59230, 1.40160, -5.95623], [0.79188, 2.23131, -4.03240], [4.62122, -0.56771, -2.56825], [4.65123, 0.26312, -1.28156], [2.91385, -0.04585, -0.05005], [3.40165, -2.03804, 0.60101], [4.70982, -2.21368, 1.37298], [3.61134, 1.17735, 1.59285], [5.11849, 1.27270, 1.84048], [5.51134, -0.39028, -3.17631], [3.74975, -0.32902, -3.18282], [4.58530, -1.63844, -2.35192], [4.69639, 1.33243, -1.50449], [5.52691, 0.01917, -0.67798], [3.40157, -2.63108, -0.31700], [2.55217, -2.36630, 1.20197], [5.56322, -1.78649, 0.84254], [4.92601, -3.27364, 1.53230], [4.64864, -1.74529, 2.35651], [3.08678, 0.81083, 2.47885], [3.21127, 2.16628, 1.35989], [5.54999, 0.30958, 2.10736], [5.32775, 1.96245, 2.66396], [5.65116, 1.64710, 0.96488], [-0.59173, 4.61820, 1.09089], [-0.48471, 2.84473, 1.85678], [-1.89556, 2.89256, 3.20440], [0.99138, 3.15220, 3.09006], [-0.68633, 5.34956, 1.89073], [-1.44736, 4.68900, 0.42125], [0.31634, 4.80939, 0.52159], [-2.19549, 3.92372, 3.37731], [-1.48848, 2.47898, 4.12726], [-2.75094, 2.29135, 2.91544], [0.70284, 3.95588, 3.76658], [1.90007, 3.42735, 2.55917], [1.18707, 2.24739, 3.66733]],
  "lowdin_charge": [0.6531, 0.1817, -0.2277, -0.2499, 0.1558, -0.2779, -0.2900, 0.0110, -0.2387, 0.1749, -0.1331, -0.0648, -0.3635, -0.0491, -0.1338, -0.0374, -0.0716, -0.0384, -0.1339, -0.3543, -0.0582, -0.0535, -0.1992, -0.0438, -0.2697, -0.0497, -0.0859, -0.1004, -0.0244, -0.2193, -0.0635, 0.0783, 0.0591, 0.0744, 0.1135, 0.0833, 0.0609, 0.0816, 0.1082, 0.1028, 0.1102, 0.1213, 0.0731, 0.0752, 0.0815, 0.0418, 0.0864, 0.0847, 0.1134, 0.1047, 0.0985, 0.1176, -0.2019, -0.4615, 1.4427, -0.4297, -0.1812, -0.4382, -0.1786, 0.0646, 0.0578, 0.0560, 0.0476, 0.0341, 0.0380, 0.0306, 0.0547, 0.0685, 0.0619, 0.0346, 0.0177, 0.0476, 0.0688, 0.0556, -0.2926, 1.1115, -0.2737, -0.2891, 0.0319, 0.0205, 0.0300, 0.0359, 0.0331, 0.0113, 0.0367, 0.0144, 0.0255]
}

=====

> Number 2 is which compound?

C5H10S